(1)
Density functional theory data (ωB97M-V with the def2-TZVPD basis set) for a cluster of 6 separate species, C41H68BN3O17 in total at a distorted geometry.

Geometry as XYZ:
```
130
Properties=species:S:1:pos:R:3
C -0.1721 -1.9770 -7.3296
C 0.9474 -1.8494 -6.4169
C 0.8832 -0.8690 -5.1530
O 0.8331 -1.4229 -4.0125
O 0.9106 0.5526 -5.2511
C -0.4080 1.1220 -4.9962
C -0.2692 2.4866 -4.1248
C -1.1900 2.4608 -2.8099
C -0.6724 1.2901 -1.8408
C 0.5547 1.7536 -0.8681
C 1.9412 1.3833 -1.6076
C 3.0884 0.8136 -0.6063
C 3.0526 1.4719 0.8466
C 3.1021 3.0901 0.8398
C 2.9302 3.5430 2.3820
C 1.5085 3.1715 3.0104
N 1.3584 3.6814 4.4346
C 0.0821 3.1520 5.0077
N 0.0278 2.8608 6.2884
N -1.1308 2.9213 4.1876
O 4.3036 1.3257 -1.2722
C 4.3961 0.5864 -2.5104
O 4.8622 0.9811 -3.5842
O 3.8209 -0.7039 -2.1797
C 3.4670 -0.7587 -0.7435
C 4.8494 -1.2688 -0.1069
O 4.9379 -1.1667 1.3322
C 4.4593 -2.3536 2.0081
B 2.1939 -1.8195 -0.6932
O 0.8069 -1.3545 -0.5739
C 2.3719 -3.4445 -0.7267
C 1.7491 -3.9974 0.6840
H 0.0266 -1.6416 -8.4119
H -1.2060 -2.3474 -7.0219
H 1.8699 -2.4800 -6.6905
H -0.9196 1.3187 -6.0143
H -1.0975 0.4177 -4.3978
H -0.4820 3.4266 -4.7547
H 0.8425 2.5796 -3.8209
H -1.1034 3.4724 -2.2596
H -2.2745 2.2210 -3.0847
H -0.4470 0.3001 -2.3761
H -1.5411 1.0510 -1.1137
H 0.3804 1.1759 0.1098
H 0.4731 2.8840 -0.7541
H 2.3299 2.3696 -2.0658
H 1.6728 0.6301 -2.4358
H 3.9279 1.1485 1.5264
H 2.1091 1.0596 1.3655
H 4.0834 3.4557 0.3706
H 2.2477 3.5725 0.2602
H 3.7284 2.9569 2.9736
H 3.1988 4.6534 2.5303
H 1.3012 2.0420 3.0737
H 0.6669 3.6079 2.3535
H 2.0779 3.1289 4.9474
H -0.9270 2.5148 6.4990
H -1.1778 1.9620 3.8252
H -1.2079 3.6286 3.4442
H 5.0255 -2.3515 -0.4748
H 5.7470 -0.6736 -0.5257
H 5.1279 -2.5585 2.9240
H 3.4253 -2.0802 2.4543
H 4.3507 -3.2729 1.3451
H 0.7215 -1.1553 0.3943
H 1.7000 -3.9152 -1.5420
H 3.4422 -3.7896 -0.9057
H 2.4366 -4.7509 1.1926
H 0.6803 -4.3947 0.5588
H 1.6534 -3.0920 1.3936
O -3.3143 2.8536 7.5768
C -3.7604 1.8794 7.0270
O -3.0891 1.1653 6.0843
C -3.9475 0.1421 5.5615
C -4.9983 -0.0760 6.6237
C -5.1344 1.3029 7.2360
H -4.3766 0.4955 4.6182
H -3.3685 -0.7604 5.3696
H -5.9317 -0.4742 6.2289
H -4.6245 -0.7765 7.3761
H -5.8631 1.9163 6.7004
H -5.3804 1.2500 8.2963
O 2.5000 -4.7344 -7.6442
C 1.6175 -5.1250 -8.3641
O 0.4385 -4.4703 -8.5444
C -0.4219 -5.2609 -9.3727
C 0.4991 -6.1846 -10.1356
C 1.6270 -6.4076 -9.1504
H -1.1195 -5.8065 -8.7303
H -0.9905 -4.6095 -10.0388
H 0.0123 -7.1053 -10.4614
H 0.8837 -5.6740 -11.0241
H 1.4195 -7.2409 -8.4750
H 2.5812 -6.5506 -9.6568
O 5.3914 7.1165 4.4328
C 5.8662 6.0122 4.3952
O 6.0285 5.2922 3.2501
C 6.5162 3.9871 3.5780
C 7.1602 4.1313 4.9374
C 6.3195 5.2106 5.5842
H 5.6719 3.2926 3.5903
H 7.2311 3.6609 2.8205
H 7.1866 3.1980 5.5026
H 8.1896 4.4859 4.8242
H 5.4437 4.7971 6.0897
H 6.9068 5.8217 6.2690
O -4.8083 -2.4752 5.4766
C -5.6959 -2.8421 4.7487
O -6.8615 -2.1638 4.5708
C -7.7338 -2.9296 3.7305
C -6.8272 -3.8619 2.9615
C -5.7075 -4.1163 3.9488
H -8.4439 -3.4687 4.3646
H -8.2876 -2.2607 3.0698
H -7.3298 -4.7698 2.6241
H -6.4297 -3.3493 2.0799
H -5.9331 -4.9527 4.6146
H -4.7541 -4.2717 3.4444
O -5.5337 -1.4582 -1.3049
C -5.6632 -0.3205 -1.6756
O -6.6973 0.4858 -1.3106
C -6.6015 1.7294 -2.0149
C -5.1502 1.8464 -2.4191
C -4.7524 0.4024 -2.6311
H -7.2722 1.6936 -2.8786
H -6.9111 2.5464 -1.3611
H -4.9968 2.4763 -3.2970
H -4.5681 2.2694 -1.5940
H -4.9649 0.0669 -3.6490
H -3.7052 0.2335 -2.3793
```

The value obtained for the total energy is -3071.02033 Ha. The SMILES is [H]/N=C(\N)NCCCC[C@@]1(CCCCCCOC(=O)C=C)OC(=O)O[C@]1(COC)B(O)CC.O=C1CCCO1.O=C1CCCO1.O=C1CCCO1.O=C1CCCO1.O=C1CCCO1. Its orbital gap is 0.2900 hartree.

***

(2)
Density functional theory data (ωB97M-V with the def2-TZVPD basis set) for a structure of composition C41H69N3OPtSSb2.

Geometry as XYZ:
```
118
Properties=species:S:1:pos:R:3
Pt -0.1171 0.5761 -0.4418
O 0.9631 -0.3111 1.1717
N 0.8427 0.5013 2.2265
C 1.9007 0.6384 3.0419
C 1.8194 1.4482 4.1498
C 0.6319 2.1243 4.4077
C -0.4424 1.9653 3.5527
C -0.3348 1.1421 2.4377
S -1.6103 0.8483 1.2846
H 2.7801 0.0942 2.7302
H 2.6861 1.5591 4.7843
H 0.5513 2.7799 5.2638
H -1.3773 2.4836 3.7131
C 3.1067 -2.3167 -0.1278
C 3.6463 -1.8149 -1.4653
C 3.9297 -0.3253 -1.4013
C 5.2641 0.0415 -1.2537
C 5.6292 1.3361 -0.9453
C 4.6393 2.2734 -0.7145
C 3.2889 1.9698 -0.8568
C 2.2651 3.0375 -0.5226
C 2.7657 4.1803 0.3484
C 2.9321 0.6716 -1.2909
N 1.5883 0.3096 -1.6325
C 1.4514 -0.4073 -2.7290
C 0.2901 -1.1073 -3.0672
C -0.0353 -1.7929 -4.2626
C -1.3213 -2.2645 -4.0888
C -1.7174 -1.8515 -2.7932
N -0.7618 -1.1646 -2.1776
H 2.9304 -3.3928 -0.1601
H 2.1699 -1.8153 0.1165
H 3.8166 -2.1096 0.6766
H 2.9575 -2.1140 -2.2533
H 4.5874 -2.3187 -1.6904
H 6.0262 -0.7209 -1.3616
H 6.6731 1.6060 -0.8561
H 4.9192 3.2765 -0.4221
H 1.4441 2.5179 -0.0275
H 1.8408 3.4422 -1.4434
H 3.3223 3.8099 1.2117
H 1.9191 4.7626 0.7177
H 3.4175 4.8658 -0.1948
H 2.2930 -0.4361 -3.4174
H 0.5997 -1.9142 -5.1273
H -1.9045 -2.8444 -4.7867
H -2.6723 -2.0354 -2.3174
C -2.6453 -3.0926 5.0440
C -2.0682 -1.8689 4.3310
C -0.8950 -1.3272 5.1479
C -3.1510 -0.8008 4.2027
Sb -1.3095 -2.2978 2.3063
C -2.9353 -3.2391 1.1543
C -3.8608 -4.0698 2.0371
C -3.6980 -2.0853 0.5187
C -2.3465 -4.1175 0.0524
C 0.4155 -3.6610 2.5114
C 0.7774 -4.2018 1.1294
C 0.0887 -4.8066 3.4640
C 1.5965 -2.8440 3.0333
H -2.8608 -2.8071 6.0793
H -1.9569 -3.9351 5.0780
H -3.5796 -3.4294 4.6034
H -1.2719 -0.9787 6.1150
H -0.3982 -0.4830 4.6641
H -0.1513 -2.0982 5.3520
H -3.5269 -0.5618 5.2029
H -4.0007 -1.1447 3.6097
H -2.7766 0.1204 3.7550
H -4.4564 -3.4478 2.7050
H -3.3293 -4.8161 2.6294
H -4.5590 -4.6062 1.3859
H -4.1604 -1.4259 1.2562
H -4.4925 -2.4917 -0.1159
H -3.0368 -1.4915 -0.1096
H -2.0011 -5.0734 0.4459
H -1.5325 -3.6394 -0.4936
H -3.1394 -4.3337 -0.6706
H 0.0774 -4.9561 0.7816
H 1.7614 -4.6764 1.1988
H 0.8475 -3.4132 0.3778
H -0.8195 -5.3447 3.1841
H -0.0064 -4.4682 4.4960
H 0.9148 -5.5251 3.4333
H 1.8838 -2.0778 2.3130
H 2.4474 -3.5204 3.1639
H 1.4022 -2.3741 3.9978
C -1.7424 5.2565 -2.3195
C -1.0363 4.2607 -1.4071
C -1.4969 4.3796 0.0415
Sb -1.1280 2.2072 -2.0731
C -3.1655 1.6735 -2.5408
C -3.9758 2.7337 -3.2808
C -3.9082 1.2176 -1.2952
C -0.1369 2.2301 -3.9894
C -1.0192 2.7122 -5.1362
C 1.1693 3.0149 -3.9145
H -1.5315 6.2730 -1.9764
H -2.8235 5.1278 -2.3024
H -1.4091 5.1856 -3.3550
H 0.0368 4.4652 -1.4442
H -2.5713 4.2010 0.1336
H -1.2989 5.3880 0.4147
H -0.9827 3.6674 0.6893
H -3.0045 0.8074 -3.1911
H -4.2012 3.5798 -2.6309
H -4.9341 2.3051 -3.5866
H -3.4844 3.1132 -4.1740
H -4.1078 2.0529 -0.6188
H -3.3479 0.4655 -0.7492
H -4.8717 0.7821 -1.5748
H 0.0811 1.1756 -4.1510
H -1.3864 3.7288 -4.9869
H -1.8756 2.0567 -5.2959
H -0.4342 2.7144 -6.0598
H 0.9889 4.0801 -3.7449
H 1.7040 2.9286 -4.8640
H 1.8345 2.6490 -3.1318
```

The value obtained for the total energy is -2840.86792 Ha. The spin multiplicity is 2. Its total charge is +1. The expectation value of S² is 0.7545. Its orbital gap (spin up / spin down) is 0.2455 / 0.1844 hartree.

***

(3)
Density functional theory data (ωB97M-V with the def2-TZVPD basis set) for a cluster of 12 separate species, C41H71F6N4O31S2 in total at a distorted geometry.

Geometry as XYZ:
```
155
Properties=species:S:1:pos:R:3
C 7.1104 0.8081 -3.2363
N 5.9222 0.7440 -4.1811
C 5.0021 2.0241 -3.7783
C 6.4834 1.0652 -5.6290
C 4.9248 -0.4437 -4.0547
C 5.5737 -1.6931 -4.8072
O 5.3258 -1.5402 -6.2338
H 7.8168 1.6230 -3.3948
H 7.6467 -0.1305 -3.3763
H 6.8332 0.9276 -2.1889
H 5.6542 2.8807 -3.9490
H 4.5484 1.8327 -2.8059
H 4.2160 1.8785 -4.5192
H 7.1947 0.3328 -6.0109
H 7.0261 2.0097 -5.6664
H 5.6353 1.0103 -6.3115
H 3.9419 -0.2038 -4.4601
H 4.8051 -0.7851 -3.0265
H 5.3263 -2.6712 -4.3947
H 6.6631 -1.6889 -4.8412
H 5.3897 -2.3492 -6.7467
C -1.3145 -0.1734 0.2700
N 0.0869 -0.3442 -0.3555
C 1.2330 -0.5942 0.7240
C -0.0443 -1.5052 -1.3718
C 0.3170 0.9166 -1.1982
C 1.8035 1.3005 -1.4637
O 2.5531 0.3271 -2.0475
H -1.6312 -1.1191 0.7099
H -2.0509 0.0695 -0.4960
H -1.2487 0.5371 1.0939
H 1.1745 0.2218 1.4444
H 2.2436 -0.4731 0.3341
H 1.2324 -1.5726 1.2045
H -0.2981 -2.3436 -0.7231
H 0.8525 -1.8474 -1.8883
H -0.8563 -1.3241 -2.0760
H -0.1553 1.7750 -0.7205
H -0.2221 0.7972 -2.1379
H 2.2788 1.6094 -0.5326
H 1.8499 2.1677 -2.1224
H 2.0997 0.0713 -2.8541
C 0.3492 -0.5414 -4.9450
O 1.4019 -0.3512 -4.3088
O 0.0757 0.0689 -5.9838
O -0.6625 -1.1767 -4.6918
N -2.9652 0.7803 -5.3961
S -3.8865 1.9492 -5.7285
O -3.8079 3.2209 -5.0971
O -5.2193 1.4711 -6.0561
F -3.3529 2.3680 -7.0992
S -3.2821 0.9814 -3.6983
O -4.6537 1.0730 -3.2232
O -2.2805 1.7537 -2.9372
F -2.8233 -0.4859 -3.3483
C -0.5296 0.1510 4.4044
C -1.4013 1.4433 4.6849
C -2.7694 1.3482 3.9738
C -3.7842 2.3850 4.4577
C -3.8279 2.5226 5.9709
C -2.4583 2.4724 6.7403
N -1.5877 1.4827 6.1209
O -0.4281 1.2484 6.9386
C -1.7357 3.8034 6.7409
C -2.9527 2.1069 8.1834
C -0.6135 2.6254 3.9640
H 0.5011 0.3306 4.7101
H -0.4445 0.0476 3.3226
H -0.9852 -0.6630 4.9683
H -2.5695 1.1842 2.9149
H -3.0882 0.3967 4.3995
H -4.7845 2.2642 4.0417
H -3.3589 3.3471 4.1718
H -4.4694 1.7042 6.2976
H -4.4186 3.3828 6.2857
H -1.6518 4.1099 5.6983
H -2.2157 4.4614 7.4652
H -0.7412 3.5741 7.1237
H -3.5548 2.8305 8.7330
H -3.7193 1.3321 8.1930
H -2.1406 1.6120 8.7160
H -0.1040 2.1815 3.1087
H 0.2632 2.8393 4.5753
H -1.1711 3.5572 3.8700
H -0.7148 0.5671 7.5511
C -0.0528 -6.7124 3.3360
C 0.4830 -7.0050 1.9563
O 0.4797 -5.6702 1.2900
C -0.2465 -4.8386 1.9463
O -0.5909 -3.7445 1.5919
O -0.5563 -5.3951 3.1899
H 0.7744 -6.8564 4.0311
H -0.9016 -7.3888 3.4363
H -0.2403 -7.4570 1.2775
H 1.3804 -7.5506 1.6647
C -3.4875 -5.1134 -1.4773
C -2.4062 -4.1438 -1.1373
O -1.2152 -4.8370 -1.4973
C -1.5574 -6.0718 -1.7309
O -0.7088 -6.8678 -2.1180
O -2.7642 -6.2405 -1.8236
H -4.0075 -4.6115 -2.2932
H -4.1139 -5.2423 -0.5945
H -2.3963 -3.8809 -0.0796
H -2.5982 -3.1978 -1.6435
C 4.5672 3.0896 3.1418
C 3.8143 3.0315 1.8622
O 3.1669 1.7629 2.0664
C 3.4858 1.1723 3.2476
O 3.2757 0.0083 3.4137
O 4.2861 1.9751 3.8982
H 4.2148 4.0132 3.6010
H 5.6106 3.3102 2.9161
H 4.4214 3.0039 0.9573
H 3.0231 3.7624 1.6948
C 1.3901 3.1169 -6.0734
C 0.7768 4.0806 -5.0917
O 1.7145 5.1246 -5.1655
C 2.9154 4.7476 -5.6891
O 3.9278 5.4354 -5.5688
O 2.7713 3.4445 -6.1343
F 0.7432 3.5230 -3.9211
H 1.0503 3.1689 -7.1078
H 1.3913 2.0374 -5.9220
H -0.2274 4.4028 -5.3673
C -6.3926 3.6486 0.0705
C -6.4824 2.4214 1.1660
O -5.2388 1.8152 0.9173
C -4.3849 2.7100 0.4065
O -3.1872 2.5446 0.1373
O -4.9697 3.8556 0.1727
F -7.3775 1.5288 0.8031
H -7.0360 4.5282 0.0521
H -6.6185 3.3043 -0.9386
H -6.7543 2.6690 2.1921
C 3.7510 -4.5190 1.9384
C 4.5506 -3.2052 1.8773
O 4.0753 -2.8138 0.6571
C 3.8705 -3.8396 -0.0866
O 3.6871 -3.8414 -1.3328
O 3.5059 -4.9470 0.6194
F 5.9015 -3.3080 1.9303
H 2.8118 -4.2504 2.4219
H 4.1238 -5.3049 2.5952
H 4.1585 -2.4778 2.5881
C -6.3279 -1.3746 0.4646
C -5.4117 -2.0673 -0.5354
O -4.2584 -2.3693 0.2039
C -4.3004 -1.9660 1.4491
O -3.4980 -2.1950 2.3709
O -5.4213 -1.2439 1.5767
F -5.1116 -1.2946 -1.5579
H -7.2812 -1.8490 0.6979
H -6.6043 -0.4181 0.0211
H -5.7521 -3.0140 -0.9550
```

The value obtained for the total energy is -5551.47898 Ha. Its total charge is -1. Its orbital gap is 0.0607 hartree.